DFT (ωB97M-V/def2-TZVPD) results for a molecular structure, C36H52BrN3OP2Tc in a non-equilibrium geometry.

Properties
Expectation value of S²: 3.841
E_HOMO (spin up / spin down), eV: -18.77 / -18.76
Spin multiplicity: 4
Kohn-Sham gap (spin up / spin down), eV: 5.762 / 4.449
E, Eh: -4978.3392
Total charge: +4
Relative energy (zero: lowest compared OMol25 entry of this formula, charge and spin), kJ/mol: 34.8

Each line ends with the Löwdin spin population.
Cartesian coordinates (Å):
N 3.8984 2.2639 5.5886  0.14
C 2.7863 2.9296 5.2633  -0.01
C 1.5363 2.2879 5.1553  0.07
C 1.4509 0.8957 5.3776  0.10
C 2.6267 0.2545 5.8519  0.14
C 3.8369 0.9610 5.8580  -0.01
C 0.2829 0.1437 4.9635  0.09
Tc -1.4578 -1.1535 -0.1041  0.81
P -1.5953 -0.6369 -3.9217  0.57
C 0.3417 -1.2146 4.7881  0.23
C -0.5363 -1.8927 3.8527  0.01
C -0.1673 -3.1899 3.3110  0.06
C -0.3288 -3.3946 1.9332  0.00
C -1.1426 -2.4651 1.2946  0.06
C -1.9588 -1.4295 1.8889  0.03
C -1.5757 -1.1433 3.2519  0.17
Br -3.3738 -1.9596 -1.4697  0.12
H -0.5830 0.7199 4.6554  0.00
H 1.2002 -1.7728 5.1828  0.01
H 0.6598 2.8491 4.8488  0.00
H 2.6842 -0.7825 6.1579  0.00
H 2.8888 4.0073 5.0334  0.00
H 4.7770 0.4201 6.0623  0.00
H 0.2955 -3.9397 3.9529  0.00
H -2.0845 -0.3270 3.7666  0.01
H 0.2108 -4.1537 1.3677  0.00
H -3.0215 -1.2310 1.6762  0.02
P 0.8845 -1.1038 -0.4923  0.00
C -3.3514 -0.0212 -3.9651  0.06
C -4.4270 -0.8998 -4.5687  0.02
H -3.3798 0.9850 -4.3982  0.00
H -3.5969 0.0877 -2.8934  0.01
H -5.4055 -0.4390 -4.4120  0.00
H -4.3048 -1.0089 -5.6440  0.00
H -4.4790 -1.8812 -4.0936  0.00
C -1.3309 -2.3769 -4.4272  0.07
C -2.3337 -3.0842 -5.3184  0.02
H -1.2545 -2.9678 -3.4948  0.01
H -0.3160 -2.3931 -4.8739  0.00
H -2.2038 -4.1629 -5.2144  0.00
H -3.3588 -2.8657 -5.0498  0.00
H -2.1862 -2.8630 -6.3786  0.00
C -0.6728 0.4513 -5.0578  0.08
C -1.2641 0.3058 -6.4416  0.05
H 0.3859 0.1230 -5.0493  0.00
H -0.7695 1.4864 -4.6696  0.00
H -0.6012 0.7877 -7.1588  0.01
H -1.3615 -0.7365 -6.7629  0.00
H -2.2403 0.7860 -6.5387  0.00
C 1.7523 0.4029 -1.2187  0.00
C 1.7887 0.5582 -2.7302  0.01
H 2.7858 0.3712 -0.8402  0.00
H 1.2795 1.2886 -0.7649  0.00
H 2.5700 1.2801 -3.0134  0.00
H 1.9894 -0.3841 -3.2598  0.00
H 0.8390 0.9799 -3.0742  0.01
C 1.9659 -2.3243 -1.3971  -0.01
C 2.2452 -3.6683 -0.7406  0.00
H 2.9336 -1.8235 -1.5837  0.00
H 1.4999 -2.4488 -2.3877  0.00
H 2.7122 -4.3275 -1.4872  0.00
H 2.9553 -3.5698 0.0920  0.00
H 1.3306 -4.1563 -0.3881  0.00
C 1.5415 -1.0435 1.2462  0.02
C 2.1026 0.2837 1.7292  0.00
H 2.2482 -1.8726 1.3847  0.00
H 0.7229 -1.2792 1.9364  0.00
H 2.3815 0.1830 2.7884  0.00
H 2.9776 0.6005 1.1478  0.00
H 1.3064 1.0409 1.6836  0.00
C -1.8704 5.4924 0.6200  0.00
N -2.0116 4.0528 0.6705  0.00
N -1.3886 3.1993 -0.1844  0.00
C -1.7553 1.9170 0.1420  0.00
O -1.3380 0.8735 -0.4847  0.02
C -2.6342 2.0317 1.2478  0.00
C -2.7841 3.3681 1.5279  0.00
C -3.6187 4.0114 2.5700  0.00
C -0.4345 3.6952 -1.1279  0.00
C 0.6536 4.4241 -0.6662  0.00
C 1.5738 4.9410 -1.5790  0.00
C 1.4021 4.7032 -2.9465  0.00
C 0.2800 3.9970 -3.4013  0.00
C -0.6500 3.4846 -2.4915  0.00
H -2.5575 5.9030 1.3688  0.00
H -2.1619 5.9051 -0.3557  0.00
H -0.8612 5.8274 0.8845  0.00
H -3.1130 1.1941 1.7308  0.00
H -3.0379 4.6902 3.2045  0.00
H -4.4691 4.5864 2.1860  0.00
H -4.0353 3.2212 3.2055  0.00
H 0.7520 4.6192 0.4030  0.00
H 2.4007 5.5459 -1.2065  0.00
H 2.1443 5.0839 -3.6731  0.00
H 0.1250 3.8682 -4.4724  0.00
H -1.5698 2.9915 -2.8159  0.00


DFT (ωB97M-V/def2-TZVPD) results for a single C6H13NO4 molecule in a non-equilibrium geometry.

Properties
E_HOMO, eV: -9.34
Kohn-Sham gap, eV: 9.838
Structure (SMILES): OC[C@@H]1NC[C@@H](O)[C@@H](O)[C@H]1O
E, Eh: -592.0136
Total charge: 0
Relative energy (zero: lowest compared OMol25 entry of this formula, charge and spin), kJ/mol: 317.3

Each line ends with the natural charge from an NBO analysis.
Cartesian coordinates (Å):
C -1.9488 -0.8542 -0.6088  -0.08
C -0.9701 -0.6963 0.5695  -0.11
C -0.7161 1.5091 -0.1797  -0.30
C 0.7009 1.1463 -0.6079  0.04
C 1.0165 -0.3500 -1.0018  0.07
C 0.3937 -1.2763 0.1731  0.05
H -2.8113 0.8120 0.0697  0.49
H -2.0491 -1.8596 -0.7295  0.19
H -1.5294 -0.6445 -1.5790  0.15
H -1.3717 -1.2341 1.4299  0.21
H -0.1321 0.7485 1.6205  0.41
H -0.8934 2.5569 0.1773  0.22
H -1.6203 1.5298 -0.9001  0.21
H 1.1826 1.7419 -1.4717  0.19
H 1.7503 2.4460 0.4281  0.48
H 0.7117 -0.5785 -1.9925  0.20
H 2.9560 -0.2480 -0.1584  0.51
H 0.3027 -2.3721 -0.0151  0.19
H 2.1114 -1.7213 0.8622  0.48
N -0.9917 0.7257 0.9773  -0.64
O -3.0792 -0.1340 -0.2501  -0.72
O 1.5473 1.4799 0.5452  -0.74
O 2.3870 -0.6529 -0.9689  -0.75
O 1.3297 -1.0840 1.3426  -0.73


DFT (ωB97M-V/def2-TZVPD) results for a molecular structure, C41H37BCaN4O7S2Se in a non-equilibrium geometry.

Properties
E_HOMO, eV: -2.36
Kohn-Sham gap, eV: 6.194
E, Eh: -6230.9127
Total charge: -2
Relative energy (zero: lowest compared OMol25 entry of this formula, charge and spin), kJ/mol: 110.9

Each line ends with the Mulliken charge.
Cartesian coordinates (Å):
Ca 0.4546 -0.6679 -0.5430  1.64
O 1.3568 -4.4085 -1.6186  -0.77
C 1.3688 -3.3014 -1.1031  0.38
O 0.4525 -2.7700 -0.3345  -0.40
C 2.6166 -2.3523 -1.3231  0.51
O 3.7290 -2.8596 -1.3411  -0.74
O 2.2997 -1.0946 -1.4059  -0.86
S 1.5029 3.3063 -2.0026  -0.38
C 1.3417 3.4944 -0.3508  -0.10
N 0.9695 2.6186 0.5704  0.04
C 0.9995 3.1360 1.8498  -1.21
C 0.6905 2.4300 3.0142  0.48
C 0.7703 3.0500 4.2545  -0.99
C 1.1608 4.3827 4.3650  -0.69
C 1.4747 5.1068 3.2167  -0.34
C 1.3947 4.4834 1.9778  0.40
S 1.7347 5.1056 0.3982  -0.42
H 0.3918 1.3941 2.9285  1.06
H 0.5286 2.4882 5.1509  0.37
H 1.2210 4.8544 5.3387  0.35
H 1.7855 6.1436 3.2842  0.36
C 2.1662 -3.8771 2.2035  -1.50
C 3.2532 -2.8479 2.0059  2.02
C 4.5845 -3.2500 1.9811  -1.02
C 5.6020 -2.3446 1.7484  -0.94
C 5.2933 -1.0125 1.5141  -1.02
C 3.9799 -0.5694 1.5122  0.85
C 3.6429 0.8652 1.2149  -0.88
C 2.9674 -1.4962 1.7813  -1.08
N 1.6051 -1.0677 1.7234  1.35
C 0.8644 -1.0795 2.7462  1.26
C 1.3507 -1.3054 4.1514  -2.24
C -0.6288 -0.8363 2.5597  -0.44
C -1.5063 -0.9310 3.7749  -2.02
N -1.0662 -0.5918 1.4039  2.81
C -2.4782 -0.5072 1.1471  -1.22
C -3.1021 0.7400 1.1477  1.02
C -2.3313 1.9762 1.5181  -1.22
C -4.4542 0.8024 0.8272  -0.50
C -5.1680 -0.3469 0.5286  -1.02
C -4.5300 -1.5777 0.5533  -1.22
C -3.1775 -1.6843 0.8621  1.17
C -2.4827 -3.0235 0.8608  -1.20
H 2.5313 -4.8590 1.9029  0.48
H 1.2901 -3.6495 1.5918  0.02
H 1.8573 -3.9425 3.2528  0.28
H 4.8127 -4.3019 2.1166  0.39
H 6.6320 -2.6802 1.7159  0.35
H 6.0813 -0.3007 1.2931  0.38
H 4.5491 1.4604 1.1021  0.51
H 3.0310 1.3124 2.0006  -0.01
H 3.0772 0.9353 0.2834  0.09
H 2.4256 -1.4538 4.1540  0.55
H 0.8719 -2.1726 4.6100  0.38
H 1.1128 -0.4308 4.7630  0.34
H -1.1804 -0.2118 4.5304  0.35
H -1.4455 -1.9280 4.2174  0.39
H -2.5403 -0.7248 3.5106  0.50
H -2.0282 1.9544 2.5697  0.35
H -2.9381 2.8636 1.3556  0.54
H -1.4192 2.0726 0.9255  -0.19
H -4.9373 1.7736 0.7882  0.33
H -6.2165 -0.2805 0.2614  0.35
H -5.0805 -2.4814 0.3138  0.36
H -3.1691 -3.8004 0.5238  0.39
H -2.1340 -3.2956 1.8648  0.23
H -1.6048 -3.0258 0.2072  0.06
Se 0.5487 0.5156 -3.7877  0.08
C 1.1411 -0.4381 -5.3393  0.41
C 1.9144 0.2429 -6.2732  -0.62
C 2.3034 -0.3836 -7.4502  -0.54
C 1.9160 -1.6946 -7.7051  -0.41
C 1.1601 -2.3797 -6.7599  -0.56
C 0.7738 -1.7587 -5.5795  -0.34
H 2.2024 1.2704 -6.0763  0.33
H 2.9005 0.1557 -8.1779  0.34
H 2.2012 -2.1771 -8.6329  0.34
H 0.8791 -3.4122 -6.9379  0.34
H 0.1839 -2.2832 -4.8378  0.47
O -1.2022 -1.0046 -2.1534  -0.76
N -1.0212 -0.4742 -3.5990  -0.55
O -1.7733 1.4218 -2.0299  -0.16
B -2.0145 0.0935 -2.6191  1.53
O -3.4583 0.0116 -2.8424  -0.75
C -3.9413 1.2507 -2.6246  0.90
C -5.2241 1.7088 -2.8165  -0.99
C -5.4942 3.0533 -2.5097  -0.49
C -4.4925 3.8896 -2.0384  -0.63
C -3.1833 3.4149 -1.8513  -0.78
C -2.9329 2.0971 -2.1466  0.05
H -5.9929 1.0467 -3.1972  0.46
H -6.4955 3.4418 -2.6541  0.36
H -4.7181 4.9250 -1.8119  0.37
H -2.3873 4.0588 -1.4950  0.55


DFT (ωB97M-V/def2-TZVPD) results for a molecular structure, C22H32IrN5S2.

Properties
Expectation value of S²: 8.830
E_HOMO (spin up / spin down), eV: -15.34 / -17.75
Spin multiplicity: 6
Kohn-Sham gap (spin up / spin down), eV: 7.018 / 5.967
E, Eh: -2030.9361
Total charge: +3
Relative energy (zero: lowest compared OMol25 entry of this formula, charge and spin), kJ/mol: 0.0

Each line ends with the Löwdin spin population.
Cartesian coordinates (Å):
Ir 0.4388 1.1412 -0.6679  2.16
C -0.0115 1.5386 2.2487  0.31
C 0.6697 0.3160 2.7741  0.09
C 2.1551 0.4561 2.6718  0.29
C 2.7554 1.3088 1.7794  0.06
C 2.0028 2.2381 1.0468  0.25
C 0.5938 2.3843 1.3338  0.04
H -0.9990 1.7818 2.6243  0.01
H 0.3798 0.1555 3.8158  0.02
H 2.7702 -0.1662 3.3093  0.01
H 3.8353 1.3265 1.7028  0.00
H 2.5050 2.9871 0.4495  0.01
H 0.1077 3.3213 1.0860  0.00
C 4.6549 1.6036 -3.0760  0.00
C 3.3209 1.5758 -2.4621  0.02
N 2.2817 1.5495 -1.9723  0.11
H 5.2793 0.8466 -2.6029  0.00
H 5.0982 2.5873 -2.9269  0.00
H 4.5699 1.3954 -4.1416  0.00
C 1.2496 -2.5834 3.6680  0.00
C -0.0354 -2.1726 2.9537  0.01
C -0.6177 -3.3380 2.1658  0.00
C 0.1835 -0.9778 2.0197  0.09
H 1.0947 -3.4915 4.2496  0.00
H 1.5991 -1.8210 4.3659  0.00
H 2.0467 -2.7842 2.9453  0.00
H -0.7691 -1.8672 3.7075  0.00
H 0.1187 -3.7085 1.4448  0.00
H -1.5230 -3.0440 1.6273  0.00
H -0.8767 -4.1662 2.8251  0.00
H -0.7581 -0.7586 1.5020  0.01
H 0.9237 -1.2476 1.2531  0.01
N 0.3047 3.7407 -2.9695  0.13
C -0.8833 3.5800 -2.4533  0.07
N -1.1065 2.6548 -1.4627  0.21
C -2.3895 2.6761 -1.0974  0.15
C -2.9770 1.8556 -0.0797  0.08
C -4.2944 2.0173 0.1919  0.04
C -5.0843 2.9767 -0.5218  0.24
C -4.5448 3.7867 -1.5207  0.01
C -3.2110 3.6361 -1.7995  0.14
S -2.2574 4.4979 -2.9585  0.00
H 1.0710 3.1573 -2.6508  0.00
H 0.4866 4.4294 -3.6879  0.00
H -2.3656 1.1386 0.4523  0.01
H -4.7745 1.4261 0.9600  0.00
H -6.1330 3.0741 -0.2710  0.01
H -5.1622 4.5055 -2.0428  0.00
C 1.4676 -3.8625 -1.3383  0.00
N 0.9770 -2.4785 -1.4752  0.02
C -0.2496 -2.0185 -1.6255  0.05
S -0.4448 -0.3191 -2.1427  0.29
N -1.3587 -2.7157 -1.5160  0.02
C -1.5582 -4.1360 -1.1727  0.00
H 2.5053 -3.8630 -1.6578  0.00
H 0.9122 -4.5298 -1.9895  0.00
H 1.4150 -4.2038 -0.3075  0.00
H 1.6849 -1.7675 -1.5634  0.01
H -2.1874 -2.2083 -1.7882  0.00
H -0.8498 -4.4436 -0.4124  0.00
H -1.4757 -4.7656 -2.0559  0.00
H -2.5605 -4.2277 -0.7641  0.00